# 1
C25H17F5InN5O4S2 as an isolated structure at a distorted geometry. Source: the Open Molecules 2025 dataset; level of theory: ωB97M-V/def2-TZVPD.

Element x y z (Å)
C1 1.251508 -5.218389 -0.645891
H1 2.878349 -4.371373 0.468016
O1 -0.223216 0.084023 2.150370
C2 -2.332955 2.208936 -3.054691
N1 -1.043346 -0.218528 -2.049484
H2 -2.367633 -2.094348 -2.873671
H3 0.640176 3.817610 -2.899320
H4 -0.943530 -3.922381 -3.088007
C3 1.809351 -4.404847 0.322976
N2 -0.470798 0.620669 -1.281291
C4 0.287729 0.496900 3.257156
C5 1.395897 1.392971 5.738540
H5 -1.018057 -2.962571 1.523085
H6 2.539747 2.367564 1.840230
F1 -1.843024 1.048552 4.132271
C6 -0.478629 1.911599 -1.405743
H7 -3.833169 2.544858 -4.531292
N3 1.545546 -2.550101 1.863879
N4 -1.441695 -2.424545 -2.617075
O2 -0.509886 -4.793550 -3.338193
H8 1.854834 -5.837003 -1.289281
In1 0.894321 -0.347732 0.288382
C7 -0.874311 4.162532 -4.374167
C8 0.376480 4.756795 0.847599
F2 3.551522 0.912983 4.883021
C9 2.222059 0.932935 4.721614
H9 -2.011645 -4.482701 -0.218179
C10 -0.947522 -4.437511 -0.047229
F3 -0.783785 1.882837 6.483360
C11 -2.132122 3.807543 -4.835002
C12 1.667075 0.497620 3.531050
C13 0.989080 -3.565013 1.073110
C14 -0.113487 -5.203414 -0.837666
C15 1.734491 2.851487 1.306024
H10 -1.023480 4.446315 -0.750682
C16 0.172092 2.701842 -0.371949
S1 -0.782068 -5.955737 -2.312044
C17 -0.396600 -3.614725 0.917644
F4 2.502498 0.077044 2.527044
C18 -0.515072 0.986477 4.316925
C19 1.388785 4.160404 1.591107
H11 -2.890800 1.436789 -2.547785
H12 0.983948 -2.315400 2.676172
H13 -2.542214 4.282071 -5.713156
H14 2.516435 -2.712197 2.110636
C20 -1.083881 2.583900 -2.569003
C21 -2.855924 2.829911 -4.174235
S2 0.962253 -1.973779 -1.690062
O3 -2.191377 -6.153182 -2.136638
H15 -0.300108 4.910006 -4.900065
C22 -0.690918 -1.516822 -2.125116
C23 0.018425 1.419267 5.520295
C24 -0.224986 4.029151 -0.155997
N5 1.138429 2.136434 0.363618
H16 0.061991 5.767677 1.058445
O4 0.023448 -7.067405 -2.706398
F5 1.921201 1.814288 6.896988
C25 -0.351379 3.559914 -3.245952
H17 1.889944 4.703348 2.375709

Atomic forces in eV per Å
0.134 0.027 0.138
0.179 -0.020 -0.027
0.054 -0.746 -2.070
-0.015 0.077 0.154
-1.890 0.324 -1.548
0.105 0.285 0.017
0.050 0.078 0.021
-0.309 0.623 0.383
-0.202 0.048 0.262
1.633 -0.263 1.890
0.686 0.421 1.384
0.069 -0.053 -0.209
-0.085 -0.029 -0.025
-0.008 -0.010 0.061
0.286 -0.032 0.093
-0.543 -0.159 -0.561
-0.106 -0.034 -0.063
0.148 0.713 0.041
-0.110 -0.690 -0.226
0.252 -1.306 -0.030
0.192 -0.076 -0.040
-0.930 0.371 0.035
0.032 0.123 -0.054
0.118 -0.248 0.016
-0.208 0.005 -0.012
-0.040 0.068 0.171
-0.107 0.097 0.011
-0.078 0.006 0.191
0.117 -0.121 -0.209
-0.008 -0.026 -0.015
-0.264 -0.019 -0.115
-0.357 -0.659 -0.437
-0.297 -0.222 -0.540
0.330 0.468 0.470
0.017 -0.018 -0.036
-0.098 0.281 0.016
-0.117 0.417 -0.218
0.226 -0.017 0.131
-0.032 0.106 0.084
-0.065 -0.035 -0.243
-0.017 -0.028 -0.063
-0.014 -0.026 -0.004
0.157 -0.028 -0.005
-0.027 0.057 -0.089
-0.177 0.093 0.069
-0.058 -0.032 -0.156
-0.060 0.016 -0.015
0.626 0.567 1.122
0.115 0.264 0.140
0.073 0.071 -0.048
0.346 0.425 0.292
0.181 0.029 0.000
0.083 -0.195 0.119
-0.039 -0.980 -0.196
-0.017 0.083 -0.003
0.216 0.189 0.063
-0.156 -0.078 -0.211
-0.110 -0.150 0.021
0.119 -0.031 0.072

Its HOMO energy is -7.955 eV. The maximum force comes out at 0.0489 hartree/bohr.

# 2
C72H94BrGe2N4O2P2SSiTi as an isolated structure at a distorted geometry. Source: the Open Molecules 2025 dataset; level of theory: ωB97M-V/def2-TZVPD.

Element x y z (Å)
H1 4.380985 -4.820845 -4.003911
C1 -4.394351 -2.901005 -6.153639
C2 3.492978 -4.706622 -4.624155
C3 3.967524 -1.908699 2.212950
H2 9.533701 8.553438 -5.578814
H3 0.828226 -2.263058 6.922871
H4 -2.254592 -0.640582 3.424909
H5 0.728481 -6.670586 -0.705144
N1 3.966834 4.490902 -3.111730
H6 -1.561521 -2.702076 2.426635
Br1 0.950372 -2.356733 -1.269629
H7 2.789448 -7.046369 -1.287670
C4 -2.802387 -2.057131 -1.362231
C5 2.726307 -4.860435 0.297857
C6 6.986435 7.663154 -5.331670
H8 -5.204563 5.020924 3.459260
C7 7.689811 6.497910 -5.050846
H9 -4.867211 -3.260519 -7.058754
H10 1.581901 5.927756 3.890305
Ge1 -2.048075 -1.327880 0.300891
H11 3.381789 -1.920575 -4.924371
H12 5.274264 2.423204 -2.013617
H13 4.458000 -6.622062 -0.911162
C8 5.031950 6.743157 -4.273797
C9 -3.246656 2.893478 1.703642
H14 0.282367 6.712859 4.843548
H15 4.245953 0.546525 -0.685820
C10 -0.638663 3.202043 -1.597280
C11 0.627906 -6.648977 -3.413029
H16 4.017587 4.190443 0.960358
H17 4.160648 -2.410833 -3.419198
H18 1.984242 2.668451 4.962967
C12 2.021831 3.475812 1.264791
C13 -1.578338 -1.004562 4.190438
C14 -3.694413 -0.528971 1.120603
C15 0.005630 2.081504 4.282411
H19 -4.021209 0.427998 -4.452177
H20 -2.470473 -4.420979 0.045209
H21 1.736963 -1.318324 4.843595
C16 -1.556207 -2.945040 1.365512
H22 1.901349 -2.295186 1.759136
H23 0.874311 7.022495 0.293362
C17 -1.220644 -2.011700 6.339368
H24 -5.022650 -2.222889 0.793970
H25 -3.159803 -1.624323 5.494329
H26 1.134637 0.159895 -3.105134
H27 -1.679610 3.131400 -1.307226
H28 0.380916 -1.120888 -4.017076
H29 7.599029 4.545094 -4.168372
C18 5.733696 5.559959 -3.996004
O1 7.496781 8.724713 -5.980458
H30 3.549897 -5.204608 0.935027
C19 -1.993447 3.302207 2.156405
H31 8.993490 7.821995 -7.114604
Ge2 -1.333847 0.080829 -2.550817
C20 2.553873 5.726275 0.611791
H32 4.918625 -4.053952 -2.224923
C21 -3.168243 -1.995764 -3.801551
H33 9.042716 9.588396 -6.936687
H34 5.145521 -4.290440 -0.498228
C22 0.664881 -1.376979 4.980278
P1 0.375893 -0.076178 2.477708
C23 0.312340 0.818324 -4.976848
C24 -0.053338 -6.020386 -1.100616
C25 2.964146 4.444003 0.955233
C26 8.847701 8.653297 -6.422338
C27 0.657556 3.775996 1.261515
H35 -3.493484 -2.903408 -1.318151
H36 -0.962717 -6.624490 -1.186028
Si1 1.815926 -4.302008 -2.369684
H37 2.743203 1.537838 3.446053
C28 -0.163401 4.314296 -2.298355
C29 4.436451 0.247130 3.171115
C30 -1.906506 4.367302 3.058169
C31 -0.198488 -0.911150 3.992105
H38 -1.372819 -1.925337 -4.970595
H39 -1.614449 -2.440065 7.252376
H40 -0.796848 5.306060 0.834107
C32 2.172117 -0.346346 2.599349
C33 4.877173 -0.991284 2.728070
H41 3.287298 6.485749 0.371463
H42 -5.632551 -1.051956 1.964851
H43 3.041347 -5.693098 -4.760310
H44 -1.849070 2.381453 -3.544050
H45 0.903171 -4.494279 -5.327834
H46 1.275271 0.719900 -5.484641
C34 3.446450 3.386847 -2.404635
C35 2.283252 1.270193 -0.948734
H47 4.155648 -2.937349 -1.078508
H48 -0.833894 -4.419257 -4.053218
H49 0.184127 1.874242 -4.720803
C36 -2.515504 -1.523329 -2.551504
H50 -2.985392 5.799250 4.224991
C37 1.041901 3.138148 4.677632
C38 -4.729428 -1.549651 1.602486
N2 5.178626 4.444257 -3.332678
H51 8.722499 6.386247 -5.347397
H52 -2.089954 -5.034674 1.655076
H53 2.464152 -3.847389 0.590143
H54 3.999143 6.818874 -3.963034
H55 0.573775 -2.864083 -4.735095
C39 4.418882 -3.984574 -1.259471
H56 -0.991834 2.501168 4.420089
C40 0.563863 3.971640 5.861107
H57 2.596952 -1.595869 -3.373141
Ti1 -0.160845 0.352718 -0.228764
H58 -0.852870 5.099109 -2.578461
H59 -2.549407 0.688095 -5.375839
H60 1.869836 -5.501519 0.494687
C41 1.160284 4.388899 -2.634310
C42 1.475206 2.292784 -1.509829
H61 1.775536 -3.123908 -6.005669
H62 -0.466600 0.549236 -5.690545
H63 -0.431827 4.389563 5.688503
H64 5.119281 8.696271 -5.158227
C43 3.182576 -4.894561 -1.168240
O2 1.654196 0.353057 -0.198050
H65 -5.370476 3.174007 1.821150
H66 0.525515 3.370497 6.771191
H67 -3.220126 1.814524 -2.596056
S1 1.688028 5.336731 6.243479
H68 1.243732 3.786872 3.827134
C44 -2.088357 -1.552879 5.355013
H69 -3.317620 2.094287 0.976405
C45 3.633672 1.319488 -1.135836
C46 0.274643 -0.076162 -3.735384
C47 5.646949 7.779011 -4.929992
H70 -1.187695 -3.862047 -2.416283
C48 -2.432416 -2.161332 -4.976322
C49 0.255722 5.056872 0.882931
H71 5.139151 0.965977 3.574622
H72 3.860383 -6.461058 -2.565231
H73 0.081701 1.232106 4.956312
C50 0.150765 -1.917826 6.152409
H74 -0.937776 4.732096 3.377930
H75 -0.245575 -5.220204 -0.381871
C51 -3.217323 1.136855 -4.642302
H76 -4.332409 -2.155983 2.420369
C52 2.490586 -3.686138 -4.048441
C53 2.037530 3.370514 -2.210566
C54 -3.033422 -2.624980 -6.138278
P2 -0.534717 2.406589 1.550658
C55 1.360296 -3.536836 -5.080454
H77 1.480785 -7.232256 -3.058831
H78 -0.521955 -3.195871 1.109255
H79 -5.123320 -2.120364 -2.934772
C56 -4.402046 3.507145 2.171699
H80 -3.656241 2.029281 -5.096168
H81 -4.132410 0.099302 0.338482
C57 1.200590 6.029474 0.576869
H82 -3.480234 -3.977112 1.420827
C58 3.084806 0.571936 3.099857
H83 5.926801 -1.248762 2.795752
C59 -4.307276 4.541072 3.089592
H84 1.554690 5.223386 -3.198761
C60 -4.537115 -2.271287 -3.833952
H85 -3.422038 0.129326 1.949736
H86 -0.239816 -7.315811 -3.447382
C61 3.588783 -6.339128 -1.514637
H87 -1.794437 -5.423566 -2.975014
H88 0.837564 -6.332497 -4.435779
C62 7.058536 5.458745 -4.383315
N3 0.133516 2.190297 -1.253897
C63 1.330933 6.411351 4.835864
H89 -6.212395 -2.900662 -5.013989
H90 3.824570 -4.354667 -5.606633
C64 0.306207 -5.459769 -2.484618
C65 2.622385 -1.584900 2.147480
H91 1.956213 7.294456 4.954552
C66 3.197449 -2.323106 -3.922683
C67 -2.482446 1.515167 -3.348634
H92 4.311741 -2.873285 1.861047
C68 4.202278 2.377439 -1.867903
C69 -5.146071 -2.711123 -5.001360
C70 -0.940665 -4.737393 -3.017264
H93 -2.440591 -2.760570 -7.035171
N4 0.120072 1.581294 2.893818
H94 2.345897 2.476024 1.520556
C71 -3.058623 4.977690 3.523087
C72 -2.453130 -4.161842 1.105390

Atomic forces in eV per Å
-0.014 -0.004 -0.033
0.003 -0.006 -0.001
-0.069 -0.022 0.010
0.020 -0.006 -0.010
-0.015 -0.006 0.016
-0.012 -0.023 -0.023
0.005 -0.034 0.041
-0.065 0.012 -0.002
-0.518 0.470 -0.031
0.005 -0.039 0.000
0.340 -0.843 -0.331
0.050 0.008 -0.003
-0.008 0.013 0.066
0.004 -0.095 -0.018
-0.117 -0.101 0.064
0.022 -0.009 -0.004
0.142 -0.031 -0.034
0.003 0.038 0.007
-0.016 0.078 -0.012
-0.842 -0.718 -0.284
0.022 -0.041 0.021
-0.033 -0.054 0.040
-0.031 0.016 -0.019
-0.081 -0.149 0.063
0.053 0.056 -0.011
0.028 0.025 -0.032
0.047 0.050 -0.041
-0.049 -0.041 -0.057
0.062 0.062 0.035
-0.034 0.013 0.034
-0.039 0.028 -0.018
0.023 0.025 -0.093
-0.023 0.023 0.135
0.050 0.101 0.032
0.107 -0.047 0.157
0.302 0.153 -0.008
0.019 -0.011 -0.035
-0.017 -0.033 0.033
-0.019 0.009 0.014
-0.013 -0.012 -0.071
0.030 -0.042 -0.056
0.000 -0.011 0.030
0.035 0.029 -0.006
-0.002 -0.010 0.064
0.022 0.002 0.000
0.132 -0.107 -0.044
-0.062 -0.015 -0.067
0.020 0.051 0.112
-0.027 0.014 0.021
-0.126 0.258 -0.110
0.122 0.077 -0.068
-0.026 0.022 -0.040
-0.212 -0.141 -0.347
-0.023 -0.010 -0.006
-0.635 -0.633 -0.405
-0.018 0.007 0.057
0.007 0.033 0.042
0.092 -0.067 0.022
-0.006 0.018 -0.001
-0.043 0.011 -0.009
-0.010 -0.044 -0.041
0.434 0.483 0.404
0.022 -0.072 0.132
0.052 -0.003 -0.024
0.012 -0.011 -0.009
-0.057 0.013 0.024
-0.075 -0.063 -0.325
0.009 0.051 -0.069
0.007 0.054 -0.003
-0.215 0.258 0.240
0.042 -0.024 0.008
-0.079 0.078 -0.114
-0.062 0.048 -0.055
-0.006 0.008 -0.034
-0.301 -0.211 -0.181
-0.097 -0.020 -0.042
0.009 0.008 -0.022
-0.005 0.015 0.006
-0.026 -0.137 -0.096
-0.027 0.002 0.035
-0.011 -0.018 -0.010
0.003 -0.037 0.006
0.051 0.043 -0.024
-0.025 0.020 -0.022
-0.019 0.044 -0.020
-0.017 0.031 -0.025
-0.166 -0.321 0.175
-0.117 0.269 -0.238
0.053 -0.046 0.008
-0.048 -0.022 0.062
-0.022 -0.032 -0.036
-0.021 0.184 -0.170
-0.006 -0.021 -0.012
-0.175 -0.086 0.036
0.100 0.095 -0.066
0.673 -0.152 -0.068
-0.019 0.001 0.008
-0.028 -0.002 -0.025
0.009 0.020 0.058
0.004 0.057 -0.019
0.059 -0.106 -0.071
-0.057 0.006 -0.020
-0.079 -0.083 -0.030
0.192 0.123 0.008
0.066 -0.027 -0.109
-1.064 0.795 1.122
-0.020 -0.035 0.037
-0.054 -0.011 -0.015
0.048 0.037 0.028
0.063 0.005 -0.065
0.022 0.009 -0.018
0.003 0.011 0.038
0.023 0.045 -0.005
-0.027 -0.090 0.020
0.017 -0.021 0.020
0.040 0.042 0.101
1.327 0.116 -0.154
0.021 0.015 -0.010
-0.098 -0.020 -0.025
0.046 0.066 -0.006
-0.023 0.039 -0.008
0.033 0.048 -0.020
-0.002 0.028 -0.002
-0.022 -0.022 0.035
0.188 -0.151 0.089
-0.145 0.300 -0.028
0.004 0.015 -0.023
-0.029 -0.055 -0.013
-0.026 -0.012 0.029
0.060 0.004 0.110
-0.008 -0.029 -0.005
0.025 -0.032 0.067
-0.036 -0.036 0.014
-0.014 -0.008 0.016
-0.007 -0.013 0.032
-0.012 -0.053 0.014
0.027 0.063 0.136
-0.037 -0.005 -0.035
0.049 0.114 -0.115
-0.023 -0.026 -0.045
0.030 0.050 0.062
0.524 0.293 0.923
-0.015 0.031 0.079
-0.060 -0.009 -0.036
0.001 0.018 0.034
-0.008 0.009 -0.033
0.014 -0.008 0.006
-0.011 -0.035 0.010
0.019 0.039 0.020
-0.019 -0.030 -0.046
0.019 -0.048 -0.048
-0.013 -0.017 0.039
-0.020 0.016 -0.033
0.027 0.007 -0.029
-0.005 -0.014 0.048
0.062 -0.058 -0.030
-0.083 0.063 -0.041
0.031 0.023 0.006
-0.007 0.033 -0.041
0.042 0.008 -0.004
-0.037 -0.043 0.026
0.065 -0.115 0.023
0.420 0.533 -0.527
0.043 -0.127 0.094
0.024 -0.025 0.010
-0.022 -0.025 0.019
-0.070 -0.131 -0.036
0.019 0.027 0.102
-0.037 0.010 -0.047
0.023 -0.011 0.084
0.039 -0.027 0.124
-0.029 0.009 0.017
0.270 -0.058 -0.054
0.034 -0.004 0.038
0.053 0.020 -0.052
-0.016 -0.005 0.019
-0.421 -0.313 -0.123
0.042 -0.018 0.014
0.000 -0.006 0.029
0.127 0.091 0.023

Its HOMO energy is -9.770 eV. The maximum force comes out at 0.0338 hartree/bohr. Its charge is +1.

Electronic energy for the records above, in order: -3023.42524 -12117.09705 Ha
Energy relative to the best compared isomer or geometry (same formula, charge and spin) for the records above, in order: 172.33 0.00 kJ/mol